[1]
Below is 2 unconnected molecules or ions with the total composition C5H13NO at a distorted geometry, with properties calculated with wB97M-V/def2-TZVPD.

Last column: natural (NBO) charge in e.
Element x y z (Å)
H  0.21346  -2.75567  -2.01485  0.49
C  -2.68881  -0.00033  0.21713  -0.69
C  2.02994  0.40832  0.64104  -0.26
N  0.85042  0.28053  1.43618  -0.29
C  -1.41636  0.44999  0.77424  0.00
H  -1.52280  1.44644  1.21854  0.22
H  2.69046  0.86143  -1.45165  0.26
H  1.06976  0.48768  -1.19968  0.23
C  -0.29367  -0.27467  0.89071  -0.01
H  -2.58943  -0.98917  -0.23023  0.23
C  1.88714  1.05001  -0.74018  -0.62
H  -0.88280  -1.74336  -2.11044  0.48
O  -0.02289  -1.87497  -1.72423  -0.96
H  -3.16485  0.66604  -0.52355  0.27
H  -3.44641  0.06653  1.00481  0.28
H  1.73250  2.11752  -0.62782  0.22
H  2.30627  -0.66548  0.50624  0.23
H  -0.27085  -1.33113  0.63219  0.26
H  0.62207  0.96207  2.15119  0.41
H  2.89686  0.83822  1.15036  0.25

Properties
net charge: +1
HOMO level (spin up / spin down): -14.427 / -15.022 eV
lowest unoccupied orbital energy (spin up / spin down): -0.115 / -0.262 Eh
2S+1: 2

***

[2]
Below is 2 unconnected molecules or ions with the total composition C5H13NO2 at a distorted geometry, with properties calculated with wB97M-V/def2-TZVPD.

Last column: natural (NBO) charge in e.
Element x y z (Å)
C  3.35876  0.21641  1.17561  -0.67
N  1.45732  -0.25623  -0.35841  -0.61
C  -0.77641  0.14465  0.86411  -0.75
H  -4.71610  1.32183  -2.61769  0.45
H  -1.21738  0.68933  0.01159  0.19
H  3.00836  0.27018  2.21336  0.21
H  -0.25212  0.79075  1.55126  0.20
H  -1.28760  -1.74496  1.61570  0.23
H  4.30180  0.75994  0.96784  0.20
H  2.85250  1.13450  -0.69090  0.18
O  -0.12451  -1.81633  -0.25427  -0.69
H  1.71213  1.69366  0.45595  0.21
H  -3.32543  2.12845  -2.32157  0.40
C  0.27383  -0.68879  0.07989  0.64
H  3.43698  -0.87407  0.96776  0.20
H  -2.54927  -1.07776  0.78814  0.21
H  2.05115  -0.95469  -0.78187  0.38
O  -3.89286  1.66468  -2.95810  -1.10
C  2.29604  0.80029  0.20185  -0.43
C  -1.78528  -0.79650  1.49651  -0.65
H  -2.28307  -0.42700  2.40861  0.20

Properties
net charge: -1
HOMO level (spin up / spin down): 1.090 / -6.049 eV
lowest unoccupied orbital energy (spin up / spin down): 0.130 / 0.133 Eh
2S+1: 2

***

[3]
Below is a molecular structure, C5H13NO2 at a distorted geometry, with properties calculated with wB97M-V/def2-TZVPD.

Last column: natural (NBO) charge in e.
Element x y z (Å)
H  0.07525  3.36516  0.62614  0.13
H  0.88718  -2.26481  -0.95000  0.21
O  -1.27654  1.90303  1.09714  -0.77
H  0.75078  -0.96017  1.22182  0.19
H  2.54572  0.93644  0.04059  0.18
H  -1.71405  -2.07700  1.12553  0.21
H  1.57343  -0.81897  -1.73966  0.23
C  -0.61731  2.59683  0.25370  0.31
H  -1.37540  0.52817  0.54214  0.48
C  1.48392  -1.36730  -0.80372  -0.67
H  1.37421  1.32513  1.35016  0.18
H  -2.86068  -1.50609  -0.11369  0.22
O  0.65435  1.53097  -0.58896  -0.75
H  2.48496  -1.68258  -0.49275  0.24
H  -1.12493  2.84431  -0.69325  0.12
H  -0.99029  -0.13606  -0.97778  0.40
N  -1.00924  -0.47992  -0.02303  -0.67
C  1.48785  0.89910  0.34399  -0.14
C  0.92097  -0.48309  0.26310  0.14
C  -1.80386  -1.69012  0.10839  -0.42
H  -1.46630  -2.46300  -0.58987  0.19

Properties
HOMO level: -8.603 eV
lowest unoccupied orbital energy: 0.027 Eh

***

[4]
Below is C5H13NO2 in the gas phase, with properties calculated with wB97M-V/def2-TZVPD.

Last column: natural (NBO) charge in e.
Element x y z (Å)
C  0.62937  -0.10518  0.30017  0.09
H  -0.93670  -0.48954  1.74555  0.22
H  -3.48563  0.06228  -0.88228  0.19
H  0.66323  -0.23755  2.45203  0.21
H  2.61827  0.32845  1.00653  0.21
H  -2.50766  1.33210  -1.66785  0.18
H  0.38399  -0.41540  -2.26238  0.44
C  -2.60422  0.69418  -0.78672  -0.24
C  0.87122  -1.59620  0.03267  -0.65
C  -0.01930  0.08789  1.67158  -0.61
H  1.74669  1.73578  0.37617  0.22
H  2.42010  0.54834  -0.73574  0.22
C  1.94073  0.67713  0.23181  -0.61
N  -0.28574  0.51082  -0.67701  0.09
H  -0.07934  -2.12244  -0.02187  0.23
H  1.41792  -1.75000  -0.89681  0.20
H  -0.25196  1.13829  1.82415  0.22
H  1.45998  -2.02164  0.83977  0.22
H  -2.68540  1.31773  0.10691  0.17
O  -1.51493  -0.19656  -0.68390  -0.43
O  0.21932  0.50149  -1.97287  -0.57

Properties
structure (SMILES): CON(O)C(C)(C)C
HOMO level: -9.266 eV
lowest unoccupied orbital energy: 0.032 Eh

***

[5]
Below is 2 unconnected molecules or ions with the total composition C5H13NO2 at a distorted geometry, with properties calculated with wB97M-V/def2-TZVPD.

Last column: natural (NBO) charge in e.
Element x y z (Å)
N  0.12691  0.16118  0.44234  -0.46
H  -1.13778  1.45234  -0.72042  0.16
H  0.64170  1.49714  -1.10655  0.22
C  -0.06457  1.38271  -0.28506  -0.41
H  2.33038  -0.66937  0.19895  0.12
C  1.68952  -1.03582  -0.65443  0.45
H  -1.86685  1.62939  2.52640  0.22
H  -0.44906  -1.06137  -1.29321  0.23
H  -1.72392  -0.35575  1.16053  0.17
H  1.01016  -1.16832  -3.34717  0.49
H  0.08105  -0.77673  -4.47007  0.46
O  2.19754  -1.24012  -1.72200  -0.55
C  0.24588  -1.04596  -0.32114  -0.37
H  0.01274  2.10258  0.56159  0.21
H  -0.16255  1.61078  2.60819  0.21
C  -0.78964  -0.11061  1.56806  -0.19
C  -1.00125  0.96645  2.57923  -0.65
H  -0.13949  -1.91244  0.25933  0.24
H  -0.89841  0.44230  3.52946  0.23
O  0.17185  -0.74518  -3.54046  -0.96
H  -0.27423  -1.12320  2.02645  0.18

Properties
structure (SMILES): CCN(C)CC=O.O
HOMO level: -8.585 eV
lowest unoccupied orbital energy: 0.034 Eh

***

[6]
Below is 2 unconnected molecules or ions with the total composition C5H13NO2, with properties calculated with wB97M-V/def2-TZVPD.

Last column: natural (NBO) charge in e.
Element x y z (Å)
C  2.13487  -0.71588  0.07627  -0.40
H  -0.60469  -2.24459  -2.26853  0.47
O  0.28359  -2.33187  -1.90944  -0.95
C  -0.46785  1.91765  0.21586  -0.52
C  -1.80651  2.17201  0.85334  0.44
C  0.06040  0.50893  0.46892  -0.03
H  0.51721  0.47513  1.45854  0.19
H  -2.71078  1.80126  0.31734  0.10
N  1.17616  0.23303  -0.44228  -0.63
C  -1.02600  -0.57854  0.53672  -0.63
H  -1.72410  -0.31433  1.34214  0.21
H  -0.55923  -1.52510  0.81723  0.22
O  -1.94150  2.72327  1.91856  -0.52
H  2.65468  -0.28702  0.92154  0.19
H  -0.54735  2.08892  -0.86426  0.22
H  2.88393  -0.91960  -0.69424  0.20
H  1.67807  -1.66644  0.38936  0.16
H  0.87137  -0.06080  -1.35833  0.36
H  -1.60314  -0.66135  -0.38384  0.19
H  0.23571  2.66325  0.58242  0.24
H  0.49516  -3.27791  -1.97730  0.48

Properties
structure (SMILES): CN[C@H](C)CC=O.O
HOMO level: -8.601 eV
lowest unoccupied orbital energy: 0.016 Eh

***

[7]
Below is C5H13NO2 in the gas phase, with properties calculated with wB97M-V/def2-TZVPD.

Last column: natural (NBO) charge in e.
Element x y z (Å)
H  2.93483  -0.39660  -0.03417  0.46
C  1.42356  0.58287  -0.75800  -0.06
C  -2.15140  -0.48100  -0.23679  -0.43
H  -2.05043  -1.54067  -0.01994  0.20
C  0.25654  0.00437  0.08333  0.08
H  -0.20355  -1.86032  1.09786  0.22
H  -1.07098  1.28511  -2.24513  0.47
H  1.50324  -1.47693  1.03175  0.21
H  -2.45112  0.05882  0.66696  0.18
H  -0.38367  1.81380  1.06110  0.23
H  1.04863  1.06537  1.77565  0.23
C  0.57483  -1.44344  0.46572  -0.63
O  2.67334  0.52605  -0.12366  -0.71
C  0.07436  0.86653  1.33684  -0.65
H  0.67045  -2.05892  -0.42619  0.22
H  1.23921  1.64357  -0.93774  0.20
H  -0.54938  0.36809  2.07511  0.20
H  1.44870  0.05984  -1.72502  0.16
N  -0.91016  0.00048  -0.81362  -0.17
O  -1.14878  1.33698  -1.28413  -0.61
H  -2.92821  -0.35400  -0.98992  0.21

Properties
structure (SMILES): CN(O)C(C)(C)CO
HOMO level: -8.911 eV
lowest unoccupied orbital energy: 0.030 Eh

***

[8]
Below is 2 unconnected molecules or ions with the total composition C5H13NO2 at a distorted geometry, with properties calculated with wB97M-V/def2-TZVPD.

Last column: natural (NBO) charge in e.
Element x y z (Å)
O  0.30101  -1.87079  -0.35456  -0.55
C  1.07789  1.44528  -2.45923  -0.63
H  -0.66474  -0.45195  -1.54466  0.49
N  -1.00213  -2.21595  2.97515  -0.84
H  0.48251  1.70100  -3.34369  0.22
H  1.78752  2.26382  -2.27060  0.21
O  -0.96559  0.48303  -1.57400  -0.75
C  0.05593  -2.45123  2.00947  -0.34
H  1.63317  0.50753  -2.64498  0.21
H  0.79408  0.69379  -0.49743  0.15
C  -0.18054  -1.63819  0.76003  0.45
C  0.19568  1.25499  -1.24013  0.09
C  -0.33393  2.51922  -0.58815  -0.62
H  -1.08584  -2.92619  3.70198  0.37
H  0.46297  3.16413  -0.17972  0.20
H  -0.85242  3.09039  -1.36329  0.21
H  -1.05796  2.28709  0.21295  0.22
H  -0.87603  -0.77206  0.88860  0.13
H  -0.89396  -1.33773  3.43905  0.36
H  1.07728  -2.24947  2.37825  0.20
H  0.04510  -3.49671  1.69496  0.23

Properties
structure (SMILES): CC(C)O.NCC=O
HOMO level: -9.843 eV
lowest unoccupied orbital energy: 0.028 Eh

***

[9]
Below is 2 unconnected molecules or ions with the total composition C5H13NO2 at a distorted geometry, with properties calculated with wB97M-V/def2-TZVPD.

Last column: natural (NBO) charge in e.
Element x y z (Å)
H  0.08361  -3.05335  -1.35299  0.23
H  0.31921  -3.29010  0.38903  0.20
H  1.52081  -0.76439  -1.33467  0.20
H  -1.43044  0.29896  -0.84890  0.49
H  0.51240  3.90232  0.73750  0.24
H  1.29897  0.28407  0.10816  0.19
H  1.75646  -1.35350  0.32988  0.20
C  0.69526  2.82599  0.66777  -0.70
H  0.48684  2.36199  1.63313  0.23
H  -1.31700  -3.27795  -0.30435  0.22
C  1.16085  -0.70336  -0.30876  -0.67
C  -0.16340  2.23710  -0.39707  0.21
H  -1.13821  -1.71132  1.64022  0.47
C  -0.42518  -1.33484  -0.16593  0.56
H  0.16435  2.33736  -1.42864  0.18
H  1.74393  2.65944  0.43610  0.23
C  -0.31966  -2.84321  -0.36725  -0.65
O  -0.80015  -0.95823  1.14097  -0.77
N  -1.30755  1.70522  -0.23797  -0.66
H  -1.55464  1.48703  0.72489  0.37
O  -1.28646  -0.80924  -1.06112  -0.77

Properties
structure (SMILES): CC(C)(O)O.[H]/N=C\C
HOMO level: -9.148 eV
lowest unoccupied orbital energy: 0.032 Eh

***

[10]
Below is C5H13NO2 in the gas phase at a distorted geometry, with properties calculated with wB97M-V/def2-TZVPD.

Last column: natural (NBO) charge in e.
Element x y z (Å)
H  -1.66868  2.34115  -0.51305  0.18
H  -3.43033  0.70560  -0.64618  0.46
H  2.32620  -1.55030  0.04209  0.22
H  0.80414  -0.87465  -1.12145  0.22
C  -1.50192  1.20880  -0.77790  -0.11
N  -1.18874  -1.17972  0.25924  -0.61
H  -0.99642  -1.38096  -0.76137  0.35
H  -0.82245  1.36383  -1.60404  0.20
H  -2.37610  0.47997  0.84199  0.18
C  -1.26747  0.32289  0.41765  -0.28
H  4.02195  0.07827  -0.18534  0.48
O  3.28819  0.65551  -0.05388  -0.81
C  0.14656  -1.53589  0.99349  -0.25
C  1.25568  -1.01377  -0.03060  -0.46
C  1.94558  0.36089  0.58304  -0.07
H  0.08646  -1.15133  1.97796  0.20
H  1.15363  1.18178  0.13547  0.20
H  2.26669  0.27393  1.60804  0.20
O  -2.81768  0.92756  -1.33686  -0.73
H  0.28263  -2.59864  1.19744  0.20
H  -0.56108  0.66736  1.22560  0.22

Properties
structure (SMILES): OCCCNCCO
HOMO level: -9.151 eV
lowest unoccupied orbital energy: 0.032 Eh

***

[11]
Below is C5H13NO2 in the gas phase at a distorted geometry, with properties calculated with wB97M-V/def2-TZVPD.

Last column: natural (NBO) charge in e.
Element x y z (Å)
C  0.25513  -2.08714  0.36999  -0.67
H  -1.52234  0.83331  -1.71284  0.20
H  3.11350  0.50282  -1.21478  0.14
H  -0.79753  -2.37678  0.36204  0.22
O  -2.48509  -0.56433  0.39702  -0.69
H  -1.90512  1.08535  1.33207  0.18
H  2.01785  1.60443  -0.37476  0.15
C  -1.70339  1.40987  -0.80446  -0.67
H  -2.68896  1.87410  -0.88220  0.23
C  0.41836  -0.63102  0.01972  0.28
N  0.08821  0.36078  0.90127  -0.63
H  -2.46090  -0.96924  -0.47925  0.47
H  0.27390  -0.37320  -1.03354  0.18
C  2.71800  0.76653  -0.22057  -0.24
H  0.79529  -2.70656  -0.34298  0.23
H  -0.94890  2.18975  -0.73432  0.24
H  0.66017  -2.27012  1.36355  0.23
H  0.14015  0.00804  1.85388  0.36
O  2.12902  -0.33944  0.38621  -0.64
C  -1.64683  0.53836  0.42764  0.25
H  3.54948  1.14448  0.38631  0.18

Properties
structure (SMILES): CO[C@@H](C)N[C@@H](C)O
HOMO level: -8.386 eV
lowest unoccupied orbital energy: 0.026 Eh

***

Per-record energy above the lowest of the compared OMol25 structures with the same formula, charge and spin, kcal/mol: 24.3; 33.5; 105.5; 86.7; 66.8; 38.3; 62.0; 38.2; 47.3; 123.4; 92.2